one) DFT (ωB97M-V/def2-TZVPD) results for a molecular structure, C8H14NO2S.

Summary:
Kohn-Sham gap, eV: 9.6
Total charge: +1
Highest occupied orbital energy, eV: -12.79
M, g mol⁻¹: 188.27
LUMO energy, eV: -3.2

XYZ file:
```
26
C8H14NO2S | the OMol25 dataset | ωB97M-V/def2-TZVPD
C -0.079 -0.937 0.846
C 0.591 -0.952 -2.367
C -0.301 0.238 -1.964
C -0.548 1.624 0.335
C -0.301 1.156 1.805
C 2.010 -0.728 -1.864
C -0.025 0.538 -0.530
C -1.930 -0.625 2.399
N -0.634 -0.248 1.870
O 2.743 1.014 0.127
O 1.349 -0.976 0.804
S 1.714 0.135 -0.296
H -0.515 -1.890 0.571
H 0.187 -1.866 -1.927
H 0.586 -1.075 -3.451
H -0.083 1.111 -2.588
H -1.350 -0.018 -2.118
H -1.612 1.772 0.142
H -0.032 2.572 0.190
H 0.758 1.291 2.042
H -0.896 1.718 2.522
H 2.574 -1.640 -1.697
H 2.584 -0.041 -2.483
H -2.284 -1.533 1.920
H -2.664 0.167 2.239
H -1.841 -0.806 3.473
```


two) DFT (ωB97M-V/def2-TZVPD) results for a molecular structure, C8H14NO2S.

Summary:
Kohn-Sham gap, eV: 8.8
Total charge: +1
Highest occupied orbital energy, eV: -12.86
M, g mol⁻¹: 188.27
LUMO energy, eV: -4.1

XYZ file:
```
26
C8H14NO2S | the OMol25 dataset | ωB97M-V/def2-TZVPD
C 1.040 -1.830 1.463
C 0.487 -1.121 3.174
C -0.684 0.392 -1.837
C 0.105 1.187 -0.842
C 0.131 -0.878 -2.093
C 0.377 0.522 0.570
C 0.109 -1.602 -0.736
C 1.234 0.073 3.611
N 0.947 -0.912 0.358
O 1.581 -2.881 1.451
O -0.563 -1.799 5.399
S -0.359 -2.291 4.034
H -1.656 0.130 -1.494
H -0.766 0.965 -2.742
H 1.099 1.443 -1.178
H -0.339 2.177 -0.610
H -0.379 -1.616 -2.689
H 1.216 -0.682 -2.501
H 1.170 1.065 1.145
H -0.609 0.420 1.048
H -0.887 -1.600 -0.479
H 0.529 -2.685 -0.821
H 0.969 1.067 3.498
H 1.248 -0.099 4.815
H 2.258 -0.110 3.382
H 1.930 -0.880 -0.025
```


Stability comparison, relative energies in kcal/mol: one) 0.0; two) 37.5


one) DFT (ωB97M-V/def2-TZVPD) results for a molecular structure, C2H5B.

Summary:
Kohn-Sham gap, eV: 10.5
Total charge: 0
Highest occupied orbital energy, eV: -10.06
M, g mol⁻¹: 39.87
LUMO energy, eV: 0.5

XYZ file:
```
8
C2H5B | the OMol25 dataset | ωB97M-V/def2-TZVPD
B -0.912 0.266 0.187
C 0.064 -0.434 -0.712
C 0.529 0.191 0.631
H -2.242 0.976 0.533
H 0.022 -1.579 -0.789
H 0.436 -0.029 -1.774
H 1.134 1.032 0.595
H 0.968 -0.422 1.329
```


two) DFT (ωB97M-V/def2-TZVPD) results for a single C2H5B molecule.

Summary:
Kohn-Sham gap, eV: 10.0
Total charge: 0
Highest occupied orbital energy, eV: -10.23
M, g mol⁻¹: 39.87
LUMO energy, eV: -0.3

XYZ file:
```
8
C2H5B | the OMol25 dataset | ωB97M-V/def2-TZVPD
B -0.012 -0.544 -1.099
C 0.245 0.374 1.151
C -0.618 0.235 -0.003
H 0.926 -1.265 -0.750
H -0.383 -0.427 -2.217
H 0.204 1.039 2.077
H 1.209 0.002 0.917
H -1.572 0.586 -0.076
```


Stability comparison, relative energies in kcal/mol: one) 24.1; two) 0.0


one) DFT (ωB97M-V/def2-TZVPD) results for 5 unconnected molecules or ions with the total composition C2H15N2O4.

Summary:
Kohn-Sham gap, eV: 9.0
Total charge: +1
Highest occupied orbital energy, eV: -12.07
M, g mol⁻¹: 131.15
LUMO energy, eV: -3.1

XYZ file:
```
23
C2H15N2O4 | the OMol25 dataset | ωB97M-V/def2-TZVPD
C -0.012 0.570 -0.689
C 0.182 1.705 -0.012
N 1.110 1.693 0.976
N -0.598 0.403 -1.966
H 0.069 -0.380 -0.209
H -0.235 2.667 -0.277
H 1.403 2.490 1.646
H 1.773 0.925 1.315
H -0.954 -0.518 -1.905
H 0.005 0.482 -2.864
H -1.425 1.164 -2.104
H 3.442 -0.564 1.626
H 3.012 -0.624 3.157
O 3.001 -0.226 2.328
H -2.886 1.306 1.193
H -1.332 0.751 1.397
O -2.090 0.807 0.743
H 1.462 -3.428 -0.553
H 2.397 -3.476 0.477
O 1.627 -4.001 0.162
H -3.974 -0.852 -1.804
H -2.940 -0.232 -0.928
O -3.038 -0.659 -1.710
```


two) DFT (ωB97M-V/def2-TZVPD) results for 5 unconnected molecules or ions with the total composition C2H15N2O4.

Summary:
Kohn-Sham gap, eV: 8.9
Total charge: +1
Highest occupied orbital energy, eV: -12.03
M, g mol⁻¹: 131.15
LUMO energy, eV: -3.2

XYZ file:
```
23
C2H15N2O4 | the OMol25 dataset | ωB97M-V/def2-TZVPD
C 1.193 0.703 0.738
C 0.553 0.452 -0.406
N -0.855 0.090 -0.370
N 2.547 0.943 0.720
H 0.764 0.557 1.734
H 0.918 0.779 -1.368
H -1.417 0.451 0.451
H -1.413 0.501 -1.179
H -0.966 -0.917 -0.546
H 3.025 1.431 -0.009
H 2.915 1.139 1.643
H -1.262 -0.616 2.912
H -2.421 -0.450 1.962
O -1.549 -0.079 2.145
H 2.553 -2.618 0.560
H 3.316 -1.855 -0.520
O 3.407 -2.168 0.384
H -1.007 -0.954 -3.641
H -1.434 0.487 -3.470
O -0.792 -0.155 -3.146
H -4.100 0.603 -0.391
H -3.427 1.531 0.676
O -3.380 0.635 0.260
```


Stability comparison, relative energies in kcal/mol: one) 48.2; two) 0.0


one) DFT (ωB97M-V/def2-TZVPD) results for 2 unconnected molecules or ions with the total composition CH2O4S.

Summary:
Kohn-Sham gap (spin up / spin down), eV: 10.0 / 7.4
Total charge: 0
Highest occupied orbital energy (spin up / spin down), eV: -11.46 / -9.43
M, g mol⁻¹: 110.09
LUMO energy (spin up / spin down), eV: -1.4 / -2.1

XYZ file:
```
8
CH2O4S | the OMol25 dataset | ωB97M-V/def2-TZVPD
C 0.564 -1.604 0.028
O 0.270 2.535 0.824
O -2.056 0.696 -0.939
O 0.074 -0.542 -0.611
O 0.090 -2.061 1.021
S -1.215 0.282 0.119
H 1.434 -2.004 -0.512
H 0.838 2.699 0.071
```


two) DFT (ωB97M-V/def2-TZVPD) results for a molecular structure, CH2O4S.

Summary:
Kohn-Sham gap (spin up / spin down), eV: 8.8 / 8.8
Total charge: 0
Highest occupied orbital energy (spin up / spin down), eV: -10.34 / -10.32
M, g mol⁻¹: 110.09
LUMO energy (spin up / spin down), eV: -1.6 / -1.6

XYZ file:
```
8
CH2O4S | the OMol25 dataset | ωB97M-V/def2-TZVPD
C -0.033 -1.401 -0.266
O -0.842 1.799 0.252
O -3.283 0.291 -0.232
O -1.188 -0.834 -0.696
O 0.389 -1.618 0.837
S -2.105 -0.101 0.409
H 0.663 -1.685 -1.104
H -1.368 2.649 0.345
```


Stability comparison, relative energies in kcal/mol: one) 14.9; two) 0.0